The following is a quantum chemistry calculation of C37H47HgN2O4SeSi as an isolated structure, from the Open Molecules 2025 dataset.

Its net charge is -2. The orbital gap (spin up / spin down) is 4.84 / 6.10 eV. The largest force on an atom is 0.2 eV/A. For the HOMO energy (spin up / spin down), the calculation gives -0.391 / -1.660 eV. For the energy above the lowest of the compared OMol25 structures with the same formula, charge and spin, the calculation gives 12.6 kcal/mol. Its multiplicity is 2. The expectation value of S² is 0.754.

Geometry as XYZ:
```
93
C37H47HgN2O4SeSi | the Open Molecules 2025 dataset | ωB97M-V/def2-TZVPD
Hg 0.61 1.40 1.06
N 1.63 0.13 3.24
C 2.66 0.86 3.98
C 4.01 0.88 3.26
C 4.07 1.80 2.04
N 3.26 1.29 0.95
H 0.72 0.19 3.68
H 1.86 -0.85 3.10
H 2.82 0.44 4.99
H 2.30 1.88 4.10
H 4.28 -0.14 2.95
H 4.76 1.21 3.98
H 5.13 1.95 1.76
H 3.67 2.77 2.34
H 3.43 0.32 0.73
H 3.30 1.84 0.10
C -3.41 -1.81 -3.20
C -2.65 -1.25 -2.02
C -3.57 -0.71 -0.93
O -1.81 -2.28 -1.51
C -0.65 -1.66 -0.93
C -0.68 -0.23 -1.53
O -1.76 -0.26 -2.47
C 0.64 0.30 -2.17
O 1.49 0.68 -1.17
C 0.25 1.52 -3.04
C 0.35 1.59 -4.43
C 0.06 2.76 -5.11
C -0.35 3.89 -4.42
C -0.46 3.84 -3.04
C -0.16 2.67 -2.36
C 1.29 -0.79 -3.05
C 0.57 -1.56 -3.97
C 1.20 -2.54 -4.73
C 2.56 -2.77 -4.58
C 3.28 -2.02 -3.67
C 2.65 -1.04 -2.91
C -0.62 -1.71 0.68
O -0.87 -0.51 1.26
C 0.77 -2.25 1.11
C 0.91 -3.10 2.21
C 2.16 -3.58 2.60
C 3.30 -3.22 1.89
C 3.17 -2.34 0.82
C 1.93 -1.85 0.45
C -1.68 -2.75 1.12
C -2.70 -2.35 1.97
C -3.68 -3.25 2.38
C -3.66 -4.56 1.93
C -2.63 -4.97 1.09
C -1.66 -4.07 0.69
H -4.01 -2.66 -2.87
H -2.72 -2.14 -3.97
H -4.07 -1.04 -3.61
H -4.20 -1.50 -0.54
H -4.19 0.09 -1.35
H -2.97 -0.30 -0.11
H 0.20 -2.23 -1.31
H -0.91 0.46 -0.72
H 0.68 0.72 -4.99
H 0.15 2.79 -6.19
H -0.57 4.81 -4.96
H -0.77 4.71 -2.48
H -0.21 2.64 -1.28
H -0.49 -1.38 -4.09
H 0.62 -3.12 -5.44
H 3.06 -3.53 -5.18
H 4.35 -2.19 -3.54
H 3.18 -0.44 -2.18
H 0.04 -3.41 2.77
H 2.23 -4.24 3.46
H 4.27 -3.62 2.17
H 4.05 -2.05 0.26
H 1.86 -1.10 -0.34
H -2.68 -1.32 2.31
H -4.48 -2.91 3.04
H -4.43 -5.26 2.24
H -2.60 -6.00 0.74
H -0.87 -4.40 0.02
C -2.36 2.98 2.44
Si -1.33 4.52 2.79
C -2.31 5.44 4.14
C -1.51 5.56 1.21
Se 0.77 4.24 3.39
H -3.43 3.22 2.50
H -2.15 2.17 3.14
H -2.17 2.59 1.43
H -3.23 5.88 3.73
H -1.71 6.23 4.58
H -2.59 4.74 4.93
H -2.56 5.72 0.96
H -1.04 5.02 0.38
H -1.01 6.53 1.30
```

Atomic partial charges in e from the Löwdin method, atoms 1 to 4: Hg 0.966; N -0.016; C -0.298; C -0.203

The following is a quantum chemistry calculation of a 2-piece molecular cluster, C4H3FN2O3 overall in a non-equilibrium geometry, from the Open Molecules 2025 dataset.

The orbital gap is 10.74 eV. The largest force on an atom is 4.1 eV/A. For the HOMO energy, the calculation gives -10.447 eV. For the energy above the lowest of the compared OMol25 structures with the same formula, charge and spin, the calculation gives 4.1 kcal/mol.

Geometry as XYZ:
```
13
C4H3FN2O3 | the Open Molecules 2025 dataset | ωB97M-V/def2-TZVPD
C -0.17 1.07 -1.93
C -2.11 -0.54 -1.80
C 1.10 -1.26 0.61
C 1.06 0.66 2.15
N 0.90 -0.18 1.05
N -0.86 0.09 -1.77
O 0.66 1.84 -2.13
O -2.95 -0.42 -0.98
O 1.12 -2.37 0.23
F -2.26 -1.42 -2.80
H 2.20 0.99 2.27
H 0.44 1.51 2.15
H 0.85 0.03 2.95
```

Atomic partial charges in e from the Löwdin method, atoms 1 to 4: C -0.273; C -0.505; C -0.347; C -0.093

The following is a quantum chemistry calculation of a 2-piece molecular cluster, C6H12N2O overall in a non-equilibrium geometry, from the Open Molecules 2025 dataset.

The orbital gap is 9.08 eV. The largest force on an atom is 2.0 eV/A. For the HOMO energy, the calculation gives -8.313 eV. For the energy above the lowest of the compared OMol25 structures with the same formula, charge and spin, the calculation gives 90.4 kcal/mol.

Geometry as XYZ:
```
21
C6H12N2O | the Open Molecules 2025 dataset | ωB97M-V/def2-TZVPD
C -1.41 -1.32 1.34
C 1.90 0.69 1.18
N -1.88 -0.59 0.41
C 0.68 0.23 -0.99
C -0.28 1.08 -0.66
N -2.25 -1.17 -0.77
C 1.68 -0.27 0.02
C -0.97 2.17 -0.51
O 0.52 -0.55 -2.13
H 1.35 -1.01 -2.31
H -1.62 -1.90 -1.10
H -2.40 -0.47 -1.48
H 2.64 -0.45 -0.49
H 1.29 -1.22 0.41
H -1.34 -0.89 2.33
H -1.17 -2.37 1.21
H -1.93 2.14 0.00
H -0.65 3.12 -0.90
H 2.21 1.66 0.83
H 0.97 0.81 1.74
H 2.65 0.29 1.86
```

Atomic partial charges in e from the Löwdin method, atoms 1 to 4: C -0.081; C -0.100; N -0.137; C -0.352